1.
DFT (ωB97M-V with the def2-TZVPD basis set) results for a 5-piece molecular cluster, H10O5 overall.

ORCA input file:
```
! RIJCOSX wB97M-V def2-TZVPD def2/J DEFGRID3
* xyz 0 1
O -1.516 -0.749 -1.603
H -0.983 -1.476 -1.216
H -2.363 -1.183 -1.780
O 0.381 1.111 0.305
H -0.499 0.916 -0.104
H 0.511 2.058 0.349
O -0.186 5.543 1.357
H -1.097 5.389 1.648
H 0.289 5.664 2.181
O 1.377 -1.774 -1.037
H 1.221 -1.095 -0.368
H 1.618 -1.336 -1.860
O 0.118 -4.296 0.884
H -0.726 -4.249 0.358
H 0.236 -3.465 1.368
*
```

- Molecular weight: 90.075 g/mol
- Electronic energy: -382.18045 a.u.
- ΔE to the lowest compared entry with this formula, charge and spin: 27.4 kcal/mol
- SMILES string: O.O.O.O.O
- Kohn-Sham gap: 11.7 eV

=====

2.
DFT (ωB97M-V with the def2-TZVPD basis set) results for a 5-piece molecular cluster, H10O5 overall.

ORCA input file:
```
! RIJCOSX wB97M-V def2-TZVPD def2/J DEFGRID3
* xyz 0 1
O -13.045 0.886 -5.834
H -12.712 1.805 -5.839
H -12.256 0.331 -5.835
O -12.149 3.589 -5.706
H -11.686 4.027 -6.433
H -12.742 4.265 -5.352
O -14.629 3.892 -7.684
H -14.158 3.105 -7.985
H -15.371 3.984 -8.291
O -15.296 -1.153 -6.045
H -15.878 -0.760 -5.387
H -14.600 -0.493 -6.177
O -9.550 2.986 -4.511
H -10.429 3.010 -4.935
H -8.918 2.905 -5.234
*
```

- Molecular weight: 90.075 g/mol
- Electronic energy: -382.19162 a.u.
- ΔE to the lowest compared entry with this formula, charge and spin: 20.4 kcal/mol
- SMILES string: O.O.O.O.O
- Kohn-Sham gap: 11.0 eV

=====

3.
DFT (ωB97M-V with the def2-TZVPD basis set) results for a 5-piece molecular cluster, H10O5 overall.

ORCA input file:
```
! RIJCOSX wB97M-V def2-TZVPD def2/J DEFGRID3
* xyz 0 1
O -0.353 0.598 0.466
H -0.877 1.146 -0.118
H 0.381 0.304 -0.075
O -3.165 3.005 -3.138
H -2.897 3.867 -3.455
H -4.116 3.066 -3.052
O 1.290 0.030 -4.000
H 1.890 0.711 -4.305
H 0.478 0.195 -4.478
O -0.028 -4.501 1.569
H -0.058 -3.597 1.255
H 0.793 -4.557 2.058
O 2.584 -0.194 5.662
H 2.008 -0.603 6.308
H 2.069 0.529 5.304
*
```

- Molecular weight: 90.075 g/mol
- Electronic energy: -382.17192 a.u.
- ΔE to the lowest compared entry with this formula, charge and spin: 32.8 kcal/mol
- SMILES string: O.O.O.O.O
- Kohn-Sham gap: 11.9 eV